[1]
Computed, not measured: a structure of composition C12H16F9NiO7 at a distorted geometry, with ωB97M-V/def2-TZVPD.

As for the expectation value of S²: 2.010. The HOMO energy (spin up / spin down) comes out at -13.67 / -13.67 eV. For the molar mass, the calculation gives 501.93 Da. The spin multiplicity is 3. Its total charge is +1. The gap between HOMO and LUMO (spin up / spin down) comes out at 8.572 / 7.378 eV. The LUMO energy (spin up / spin down) comes out at -5.100 / -6.291 eV. For the energy above the lowest of the compared OMol25 structures with the same formula, charge and spin, the calculation gives 7.1 kcal/mol. As for the total energy: -3400.3152 a.u.

CARTESIAN COORDINATES (ANGSTROEM)
H1 -3.27 4.11 -1.12
H2 0.86 -2.56 4.10
O1 -1.00 2.10 -0.72
H3 2.25 -2.00 3.09
O2 0.58 -0.42 -0.31
Ni1 -0.40 0.18 -1.85
H4 0.37 -0.43 0.64
O3 2.07 -2.93 -2.93
C1 1.38 -1.71 3.67
F1 -2.67 0.38 5.25
C2 0.42 3.39 0.69
C3 2.38 -2.56 -1.68
C4 -2.33 5.80 -2.21
F2 1.53 3.07 0.15
H5 3.06 -4.49 -1.07
C5 3.47 -3.49 -1.09
O4 -0.74 -0.58 3.63
H6 1.76 -1.15 4.52
C6 0.35 -0.96 2.84
H7 2.72 -1.53 -1.63
F3 -3.55 -1.65 5.45
H8 -2.73 6.48 -1.46
F4 0.71 -2.20 -5.85
F5 -4.00 -0.52 3.70
O5 0.19 -1.68 -2.99
H9 1.56 -2.63 -0.97
O6 -1.41 4.37 -0.59
C7 -3.03 -0.80 4.57
C8 -0.72 3.22 -0.29
C9 0.91 -2.55 -3.47
C10 -2.34 4.34 -1.64
H10 -2.95 5.93 -3.09
F6 0.28 2.53 1.70
F7 1.72 -4.04 -5.23
C11 -1.85 -1.43 3.84
F8 0.57 4.67 1.09
H11 -2.19 3.56 -2.39
C12 0.74 -3.18 -4.89
H12 3.87 -3.18 -0.12
O7 -1.87 -2.56 3.44
H13 -1.39 6.09 -2.68
F9 -0.44 -3.83 -4.95
H14 -0.09 -1.53 2.02
H15 4.38 -3.56 -1.69
H16 0.84 -0.05 2.49

These are the Löwdin partial charges, in e, on atoms 1 to 4:
1. H 0.136
2. H 0.084
3. O 0.064
4. H 0.083

---

[2]
Computed, not measured: a structure of composition C8H17N4 at a distorted geometry, with ωB97M-V/def2-TZVPD.

The HOMO energy comes out at -13.15 eV. For the molar mass, the calculation gives 169.25 Da. The spin multiplicity is 1. Its total charge is +1. The gap between HOMO and LUMO comes out at 8.152 eV. The LUMO energy comes out at -4.997 eV. For the energy above the lowest of the compared OMol25 structures with the same formula, charge and spin, the calculation gives 149.5 kcal/mol. As for the total energy: -533.5510 a.u.

CARTESIAN COORDINATES (ANGSTROEM)
C1 1.28 0.68 0.83
H1 3.42 0.95 1.36
N1 -2.04 0.97 1.71
H2 -3.39 -2.33 -0.42
H3 -0.10 1.34 -1.63
C2 2.81 0.73 0.50
N2 -1.59 0.08 0.71
H4 -4.18 -1.17 0.74
H5 2.99 1.61 -0.16
H6 1.53 0.69 -1.98
H7 3.66 -0.81 -1.14
C3 -2.75 1.62 0.82
H8 0.33 -1.11 0.13
C4 -3.26 -0.08 -0.94
C5 -3.40 -1.24 0.04
H9 3.13 -1.44 0.39
C6 0.56 -0.13 -0.18
H10 -3.26 2.63 0.83
C7 0.48 0.40 -1.48
C8 3.49 -0.55 -0.14
H11 -2.97 -0.29 -2.05
H12 0.87 1.73 1.10
H13 -1.97 -1.61 1.57
H14 4.51 -0.48 0.36
N3 -2.06 -1.23 0.69
N4 -2.37 0.82 -0.30
H15 -4.19 0.49 -1.07
H16 0.13 -0.27 -2.14
H17 1.07 0.06 1.75

These are the Löwdin partial charges, in e, on atoms 1 to 4:
1. C -0.192
2. H 0.103
3. N 0.137
4. H 0.163

---

[3]
Computed, not measured: a cluster of 2 separate species, C14H26N5O6 in total at a distorted geometry, with ωB97M-V/def2-TZVPD.

The HOMO energy comes out at -12.51 eV. For the molar mass, the calculation gives 360.39 Da. The spin multiplicity is 1. Its total charge is +1. The gap between HOMO and LUMO comes out at 9.433 eV. The LUMO energy comes out at -3.076 eV. For the energy above the lowest of the compared OMol25 structures with the same formula, charge and spin, the calculation gives 0.7 kcal/mol. As for the total energy: -1274.1488 a.u.

CARTESIAN COORDINATES (ANGSTROEM)
N1 1.60 -2.38 1.95
C1 1.27 0.90 -1.66
H1 1.90 2.59 -0.87
H2 0.35 2.68 -1.59
O1 -5.59 -0.37 -4.62
H3 4.91 1.56 0.47
H4 4.01 -0.81 1.07
H5 4.29 0.39 2.32
O2 -7.17 -0.52 -3.01
H6 0.31 2.78 4.37
H7 1.33 -2.22 1.00
C2 -4.09 -2.15 -2.57
H8 -4.54 -0.76 -0.20
H9 1.55 -4.47 1.65
C3 -4.94 -0.20 -1.05
O3 2.40 -1.46 3.84
H10 2.09 0.98 3.85
C4 -4.78 -0.80 -2.46
H11 -2.81 -3.32 -1.96
H12 0.51 4.12 3.21
H13 2.30 -0.80 -1.57
H14 0.50 -3.87 2.96
H15 1.92 3.51 4.11
H16 -4.21 1.38 -2.48
C5 3.88 1.22 0.38
C6 0.98 3.23 3.63
H17 -5.86 0.36 -0.84
N2 0.21 0.32 -2.16
H18 4.43 -0.07 -1.24
H19 0.21 -0.66 -2.38
H20 2.25 -3.96 3.20
N3 2.35 0.18 -1.38
O4 0.90 2.49 1.37
C7 3.70 0.71 -1.06
C8 3.65 0.15 1.46
C9 -5.90 -0.56 -3.46
C10 2.05 -1.35 2.67
H21 -7.71 -0.39 -3.80
N4 1.86 1.11 2.87
C11 1.47 -3.75 2.47
H22 -0.57 0.88 -2.42
H23 3.25 2.09 0.56
H24 3.93 1.53 -1.74
O5 -4.51 -2.99 -3.35
H25 1.51 0.00 1.12
H26 -2.89 0.27 -1.84
C12 1.25 2.24 2.52
C13 -3.95 0.42 -2.04
N5 1.21 2.18 -1.47
C14 2.20 -0.01 1.96
O6 -3.02 -2.39 -1.77

These are the Löwdin partial charges, in e, on atoms 1 to 4:
1. N 0.022
2. C -0.485
3. H 0.106
4. H 0.142

---

[4]
Computed, not measured: the molecule C10H18S at a distorted geometry, with ωB97M-V/def2-TZVPD.

The HOMO energy (spin up / spin down) comes out at -6.99 / -6.82 eV. For the molar mass, the calculation gives 170.32 Da. The spin multiplicity is 1. Its total charge is 0. The gap between HOMO and LUMO (spin up / spin down) comes out at 7.587 / 7.164 eV. The LUMO energy (spin up / spin down) comes out at 0.594 / 0.341 eV. For the energy above the lowest of the compared OMol25 structures with the same formula, charge and spin, the calculation gives 110.6 kcal/mol. As for the total energy: -789.8150 a.u.

CARTESIAN COORDINATES (ANGSTROEM)
H1 -0.40 -0.15 -2.73
C1 -2.34 -0.88 -1.89
H2 -2.86 0.67 -0.50
H3 2.29 2.40 -1.27
H4 -3.80 -0.88 -0.32
C2 0.74 -0.90 0.58
H5 3.79 1.94 -0.77
C3 -0.87 -0.82 -2.09
H6 -2.86 -0.16 -2.65
C4 -2.74 -0.48 -0.39
C5 -1.74 -0.88 0.70
H7 -0.49 0.90 0.40
H8 1.85 -2.68 0.51
C6 1.38 2.13 1.80
H9 -2.61 -1.87 -2.02
H10 2.95 3.35 0.16
H11 0.44 2.70 1.48
C7 2.18 1.53 0.71
H12 2.08 2.81 2.31
C8 0.81 -2.38 0.71
C9 -0.45 -0.17 0.42
H13 -0.21 -1.65 -1.77
H14 -1.72 -1.93 0.73
H15 -2.25 -0.71 1.66
C10 2.83 2.41 -0.33
S1 2.38 -0.21 0.56
H16 0.55 -2.84 1.61
H17 0.19 -2.63 -0.12
H18 0.91 1.36 2.51

These are the Löwdin partial charges, in e, on atoms 1 to 4:
1. H 0.031
2. C -0.261
3. H 0.123
4. H 0.067

---

[5]
Computed, not measured: the molecule C4H8N2O at a distorted geometry, with ωB97M-V/def2-TZVPD.

The HOMO energy comes out at -9.46 eV. For the molar mass, the calculation gives 100.12 Da. The spin multiplicity is 1. The SMILES is N#C[C@@H](N)CCO. Its total charge is 0. The gap between HOMO and LUMO comes out at 10.107 eV. The LUMO energy comes out at 0.645 eV. For the energy above the lowest of the compared OMol25 structures with the same formula, charge and spin, the calculation gives 122.4 kcal/mol. As for the total energy: -341.8086 a.u.

CARTESIAN COORDINATES (ANGSTROEM)
H1 -1.20 0.34 -1.49
C1 0.60 0.80 -0.37
H2 -1.05 1.06 1.02
H3 0.32 -0.07 -2.39
H4 -0.58 -2.40 -2.31
H5 1.65 0.53 -0.28
H6 0.59 1.90 -0.61
H7 0.95 1.45 2.39
H8 0.17 0.11 2.92
N1 0.70 0.50 2.14
C2 -0.19 -0.08 -1.46
O1 -0.44 -1.83 -1.51
C3 -0.12 0.48 0.94
N2 -0.70 -2.05 0.62
C4 -0.49 -0.91 0.68

These are the Löwdin partial charges, in e, on atoms 1 to 4:
1. H 0.103
2. C -0.130
3. H 0.149
4. H 0.076

---

[6]
Computed, not measured: the ion C9H12N3 with charge +1 at a distorted geometry, with ωB97M-V/def2-TZVPD.

As for the expectation value of S²: 2.005. The HOMO energy (spin up / spin down) comes out at -11.36 / -12.74 eV. For the molar mass, the calculation gives 162.22 Da. The spin multiplicity is 3. Its total charge is +1. The gap between HOMO and LUMO (spin up / spin down) comes out at 8.695 / 5.906 eV. The LUMO energy (spin up / spin down) comes out at -2.667 / -6.833 eV. For the energy above the lowest of the compared OMol25 structures with the same formula, charge and spin, the calculation gives 79.3 kcal/mol. As for the total energy: -513.9235 a.u.

CARTESIAN COORDINATES (ANGSTROEM)
C1 -1.49 1.15 2.79
H1 1.78 -0.82 -4.08
N1 0.71 -0.69 -2.32
H2 -0.04 1.83 1.34
N2 -1.01 0.09 0.67
N3 0.66 -0.30 -1.04
H3 -0.78 -1.01 -3.77
H4 -1.90 0.21 3.15
C2 1.51 -0.21 1.30
C3 1.75 -0.38 0.12
H5 0.52 -0.63 3.10
C4 1.95 -0.90 -3.01
C5 -0.40 0.88 1.76
H6 -2.48 -0.42 -1.76
C6 -1.41 -0.44 -1.72
H7 2.68 -0.15 -2.70
H8 2.35 -1.89 -2.79
H9 -1.09 1.69 3.63
H10 -2.29 1.74 2.36
H11 -2.01 0.03 0.77
C7 -0.55 -0.76 -2.75
H12 1.36 0.94 3.08
C8 -0.61 -0.16 -0.60
C9 0.83 0.20 2.47

These are the Löwdin partial charges, in e, on atoms 1 to 4:
1. C -0.040
2. H 0.107
3. N -0.122
4. H 0.157

---

> Which value of energy above the lowest of the compared OMol25 structures with the same formula, charge and spin does entry 5 give?

122.4 kcal/mol

---

> What is the total charge in the sixth record?

+1